(1)
{
  "formula": "C9H10F2N3",
  "method": "ωB97M-V with the def2-TZVPD basis set",
  "species": ["C", "C", "C", "C", "C", "C", "C", "C", "C", "N", "N", "N", "F", "F", "H", "H", "H", "H", "H", "H", "H", "H", "H", "H"],
  "xyz": [[2.05643, 1.11691, -0.26246], [2.39727, -1.03710, 0.71403], [3.41537, 1.29304, -0.53466], [3.76590, -0.90364, 0.36564], [1.55822, -0.02218, 0.34758], [4.22323, 0.24108, -0.22017], [-1.91868, 0.44308, -0.17427], [-1.99036, -1.02782, -0.28142], [-0.64352, -1.59485, 0.20069], [0.19493, -0.01029, 0.67665], [-0.75608, 0.89471, 0.28937], [-2.94376, 1.24865, -0.50870], [5.56683, 0.27409, -0.37927], [-0.04002, -2.20857, -0.79790], [1.36252, 1.87367, -0.61908], [1.99483, -1.92750, 1.17719], [3.94166, 1.93401, -1.25335], [4.48856, -1.73952, 0.33317], [-2.85151, -1.36680, 0.14917], [-1.84855, -1.25314, -1.39830], [-0.61496, -2.16220, 1.15875], [-0.65168, 1.89134, 0.51531], [-3.73529, 0.66537, -0.69485], [-2.88786, 2.28890, -0.33950]],
  "forces_ev_per_angstrom": [[0.61, 1.09, -1.08], [1.48, -0.66, -0.39], [0.22, -0.49, -1.18], [-1.02, -1.66, 0.09], [-0.24, 2.51, -0.61], [0.98, -0.69, 1.26], [1.45, 1.92, 0.62], [3.80, 0.64, -2.93], [0.12, 2.86, 2.38], [-2.20, -5.40, 0.78], [-1.10, 0.76, -1.31], [1.78, 0.01, 0.89], [-0.48, 0.46, -0.63], [0.65, -0.01, 0.03], [0.11, -0.03, 0.06], [0.25, -0.11, 0.00], [-0.96, 0.83, 0.66], [-0.65, 0.41, 0.77], [-2.17, -1.39, 0.99], [-1.18, 0.17, 1.27], [0.07, 0.35, -0.94], [0.28, -0.64, -0.02], [-1.08, 1.01, -0.25], [-0.73, -1.92, -0.47]],
  "lowdin_charge": [-0.021, 0.003, 0.017, 0.026, -0.291, -0.302, -0.276, 0.002, -0.132, 0.037, 0.103, 0.205, 0.071, 0.094, 0.104, 0.118, 0.143, 0.143, 0.109, 0.187, 0.164, 0.195, 0.124, 0.176],
  "e_lumo_ev": -3.5,
  "total_energy_ev": -19391.137,
  "orbital_gap_ev": 8.2,
  "e_homo_ev": -11.643,
  "charge": 1,
  "de_lowest_kcal_mol": 21.3
}

***

(2)
{
  "formula": "C18H57N3O12",
  "method": "ωB97M-V with the def2-TZVPD basis set",
  "species": ["O", "H", "H", "O", "H", "H", "O", "H", "H", "O", "H", "H", "O", "H", "H", "O", "H", "H", "C", "O", "C", "C", "N", "C", "C", "O", "C", "H", "H", "H", "H", "H", "H", "H", "H", "H", "H", "H", "H", "H", "H", "H", "C", "O", "C", "C", "N", "C", "C", "O", "C", "H", "H", "H", "H", "H", "H", "H", "H", "H", "H", "H", "H", "H", "H", "H", "C", "O", "C", "C", "N", "C", "C", "O", "C", "H", "H", "H", "H", "H", "H", "H", "H", "H", "H", "H", "H", "H", "H", "H"],
  "xyz": [[1.82338, -0.84821, -0.59304], [1.65839, 0.03475, -0.93945], [1.26506, -1.44495, -1.15786], [0.11554, -1.51400, 4.20595], [0.05437, -0.65849, 4.65224], [0.55324, -2.09318, 4.84115], [0.83212, 1.63514, 1.32346], [0.82128, 2.60436, 1.37456], [1.70573, 1.38430, 1.65074], [-0.94545, -0.58289, 1.50935], [-0.39138, 0.17556, 1.24150], [-0.62747, -0.81890, 2.39314], [-2.17653, -2.03946, -0.65019], [-1.59353, -1.50418, -0.08696], [-2.27511, -2.89318, -0.17091], [2.63319, -1.89029, 1.95614], [2.44669, -1.44287, 1.11469], [1.76758, -2.00999, 2.35806], [5.87939, -0.72136, -3.39105], [5.53322, 0.11320, -4.48171], [4.13424, 0.39189, -4.55782], [3.61190, 1.33476, -3.46904], [2.24708, 1.74639, -3.83729], [1.93268, 2.92662, -3.02552], [0.49567, 3.37856, -3.31798], [-0.42480, 2.34292, -3.07393], [-0.84850, 2.13875, -1.73527], [5.44242, -1.71694, -3.53722], [5.51143, -0.41730, -2.40531], [6.96327, -0.77592, -3.33458], [3.54886, -0.53542, -4.56970], [4.16051, 0.92194, -5.51250], [4.26173, 2.20916, -3.42986], [3.66633, 0.88239, -2.47141], [1.54062, 1.05515, -3.62077], [2.51180, 3.81991, -3.27485], [2.01468, 2.79660, -1.93822], [0.36218, 3.76858, -4.32766], [0.28580, 4.29020, -2.73649], [0.03571, 1.77549, -1.20195], [-1.62991, 1.38392, -1.68727], [-1.21684, 3.04773, -1.25158], [-3.64991, -0.57843, 4.13021], [-3.19735, 0.65594, 4.70078], [-3.67987, 1.72093, 3.86582], [-3.33453, 3.07346, 4.45911], [-1.95359, 3.32285, 4.82147], [-0.97394, 3.20121, 3.72372], [-1.27454, 4.19530, 2.63507], [-0.10351, 4.44465, 1.88745], [-0.24954, 5.37086, 0.85119], [-4.68597, -0.71683, 4.45391], [-3.03172, -1.37536, 4.55012], [-3.52887, -0.68244, 3.04962], [-4.73605, 1.63805, 3.58859], [-3.17429, 1.63465, 2.89201], [-3.90721, 3.29985, 5.35909], [-3.66711, 3.73092, 3.64657], [-1.62788, 2.82054, 5.63022], [-0.92546, 2.12813, 3.49809], [0.00613, 3.42017, 4.15646], [-1.64514, 5.11073, 3.11829], [-2.11371, 3.92609, 1.98025], [-0.58284, 6.33452, 1.23505], [-0.94331, 5.06229, 0.04726], [0.62836, 5.37952, 0.19987], [-2.25830, -3.89814, 2.21688], [-2.25886, -4.31547, 0.84718], [-1.11948, -5.13335, 0.48510], [-1.26071, -5.52545, -0.98367], [-0.90633, -4.53676, -2.00272], [0.53864, -4.29170, -2.09550], [0.75069, -3.18757, -3.11828], [0.31376, -1.94532, -2.54220], [-0.09984, -0.98905, -3.48718], [-1.95237, -4.66595, 2.93021], [-3.28669, -3.59945, 2.39852], [-1.54671, -3.07084, 2.25619], [-1.11750, -5.98672, 1.16887], [-0.25339, -4.48568, 0.67745], [-2.28044, -5.89399, -1.10403], [-0.56399, -6.34844, -1.18142], [-1.31236, -3.63431, -1.75203], [1.00643, -5.23999, -2.38416], [1.02654, -4.07667, -1.13338], [0.17311, -3.40300, -4.01603], [1.81877, -3.00755, -3.28591], [-0.29781, 0.00192, -3.07587], [-1.10836, -1.19598, -3.86193], [0.66051, -0.93889, -4.26988]],
  "forces_ev_per_angstrom": [[-0.16, -0.35, -0.25], [-0.04, -0.03, 0.10], [0.31, 0.64, 0.27], [0.00, 0.16, 0.14], [-0.01, -0.15, -0.05], [-0.03, 0.03, -0.12], [0.46, 0.22, -0.05], [-0.31, 0.01, 0.12], [-0.12, -0.15, -0.07], [0.17, 0.31, 0.06], [-0.12, -0.24, 0.22], [-0.03, -0.07, -0.21], [0.01, -0.24, -0.02], [-0.20, -0.20, 0.07], [-0.07, 0.67, -0.03], [0.04, 0.10, 0.05], [-0.08, -0.11, -0.10], [-0.06, 0.07, 0.03], [-0.23, -0.42, 0.00], [-0.14, -0.19, 1.17], [1.16, 0.59, -0.20], [-0.10, -0.76, -0.58], [0.92, 1.35, 1.00], [-1.63, 0.68, -0.72], [0.29, 0.49, 0.70], [-1.16, 0.04, -0.61], [1.13, 0.10, 0.00], [0.24, -0.15, -0.13], [-0.03, 0.51, -0.15], [0.02, -0.10, -0.13], [-0.02, 0.01, -0.25], [-1.05, -0.16, 0.01], [-0.10, 0.12, -0.18], [-0.08, -0.14, 0.01], [0.18, -0.25, -0.03], [0.57, -0.40, -0.19], [0.24, -0.31, 0.08], [0.12, -0.74, -0.33], [-0.14, -0.27, 0.50], [-0.30, -0.01, 0.59], [0.02, -0.04, -0.31], [0.04, 0.14, -0.13], [0.35, -0.33, 1.06], [-0.63, 0.13, -1.27], [1.18, -0.44, -0.02], [-0.29, -0.28, 0.17], [0.36, 0.96, -0.81], [-0.25, -0.92, 1.61], [-0.56, 0.37, -0.19], [0.50, -0.59, -0.19], [-0.58, -0.26, -1.34], [-0.04, -0.23, -0.37], [-0.12, 0.05, 0.20], [-0.10, 0.55, -0.10], [-0.23, -0.05, 0.61], [0.16, -0.04, 0.02], [-0.32, -0.13, -0.15], [0.19, 0.55, 0.42], [-0.34, -0.26, 0.04], [0.05, 0.24, -1.13], [-0.02, 0.31, -0.14], [0.37, 0.12, 0.13], [0.24, -0.45, -0.18], [0.34, 0.24, -0.14], [-0.70, -0.20, 0.71], [0.62, 0.49, 0.94], [0.28, 0.28, -1.10], [-0.10, -1.19, 0.13], [-0.56, 1.27, 0.32], [0.80, -0.27, 0.03], [-0.04, 0.56, 0.73], [-0.51, -0.55, -0.04], [0.59, 0.48, 0.86], [-0.59, -0.21, 0.51], [-0.55, 0.09, -0.29], [-0.05, -0.27, -0.21], [0.11, 0.26, 0.31], [-0.20, 0.23, 0.57], [0.21, -0.17, -0.21], [0.32, -0.43, -0.11], [0.00, 0.08, -0.26], [-0.28, -0.27, 0.24], [-0.23, -0.04, -0.19], [0.09, 0.19, -0.49], [-0.09, 0.49, -0.02], [0.17, -0.03, -0.14], [0.00, -0.56, -0.56], [0.78, -0.14, 0.56], [0.25, -0.63, -0.46], [-0.28, 0.23, -0.34]],
  "lowdin_charge": [-0.064, 0.019, 0.037, -0.045, 0.057, 0.061, -0.050, 0.037, 0.069, -0.067, 0.009, 0.000, -0.083, -0.002, 0.004, -0.076, -0.017, -0.006, -0.118, -0.195, -0.206, -0.209, -0.026, -0.222, -0.221, -0.209, -0.082, 0.085, 0.077, 0.086, 0.116, 0.127, 0.123, 0.103, 0.069, 0.121, 0.109, 0.124, 0.113, 0.063, 0.097, 0.079, -0.113, -0.188, -0.234, -0.214, -0.068, -0.195, -0.223, -0.206, -0.115, 0.090, 0.078, 0.083, 0.125, 0.112, 0.120, 0.111, 0.105, 0.104, 0.127, 0.133, 0.124, 0.095, 0.076, 0.090, -0.074, -0.251, -0.180, -0.191, -0.048, -0.203, -0.174, -0.254, -0.082, 0.089, 0.094, 0.072, 0.121, 0.120, 0.120, 0.115, 0.073, 0.120, 0.114, 0.128, 0.126, 0.059, 0.107, 0.094],
  "e_lumo_ev": 0.2,
  "smiles": "COCCNCCOC.COCCNCCOC.COCCNCCOC.O.O.O.O.O.O",
  "total_energy_ev": -48626.912,
  "orbital_gap_ev": 8.9,
  "e_homo_ev": -8.785,
  "de_lowest_kcal_mol": 18.1
}

***

(3)
{
  "formula": "H2N2O3S",
  "method": "ωB97M-V with the def2-TZVPD basis set",
  "species": ["N", "N", "O", "O", "O", "S", "H", "H"],
  "xyz": [[1.40078, 0.19474, 0.06575], [-1.18920, 0.07106, 0.15225], [2.02820, 1.22817, 0.05826], [1.61914, -0.99122, -0.03768], [-1.12083, 0.87177, -0.98478], [-0.81422, -1.52234, -0.05538], [-1.02473, 1.66384, -0.46164], [-0.89914, -1.51602, 1.26321]],
  "forces_ev_per_angstrom": [[-0.14, 0.06, 0.31], [0.52, 0.23, 0.02], [-0.12, -1.89, -0.16], [1.75, 2.42, 0.06], [-0.15, -1.03, 0.32], [-1.87, -0.07, -0.51], [-0.04, 1.19, -0.55], [0.05, -0.90, 0.52]],
  "lowdin_charge": [-0.249, -0.470, 0.079, -0.054, -0.140, 0.848, 0.077, -0.091],
  "e_lumo_ev": [-0.2, -1.4],
  "total_energy_ev": -19982.762,
  "orbital_gap_ev": [9.8, 6.7],
  "e_homo_ev": [-9.951, -8.055],
  "de_lowest_kcal_mol": 118.2
}